This record from OMol25 describes a single C4HNO molecule in a non-equilibrium geometry. The level of theory is ωB97M-V/def2-TZVPD.

Geometry as XYZ:
```
7
Properties=species:S:1:pos:R:3:nbo_charge:R:1
O 1.57400 -0.56420 0.84516 -0.417
N -0.78636 -2.53636 -0.66550 -0.201
C -0.75270 1.80273 -0.28386 -0.177
C -0.15815 0.75932 -0.03106 -0.039
C 0.52251 -0.46374 0.25445 0.395
C -0.21940 -1.61885 -0.26526 0.167
H -0.13583 2.54909 0.16067 0.272
```

The SMILES is C#CC(=O)C#N. The LUMO energy comes out at -1.58 eV. The value obtained for the HOMO energy is -12.0 eV. The calculation puts the relative energy (zero: lowest compared OMol25 entry of this formula, charge and spin) at 34.82 kcal per mole.


This record from OMol25 describes a molecular structure, C11H22BaFO9 in a non-equilibrium geometry. The level of theory is ωB97M-V/def2-TZVPD.

Geometry as XYZ:
```
44
Properties=species:S:1:pos:R:3:mulliken_charge:R:1
Ba 0.28173 -0.19152 -0.22164 1.669
F 2.91810 0.32494 -0.25772 -0.882
O 3.87354 0.81605 2.67184 -0.687
O -0.20890 0.91250 -2.84089 -0.294
O -1.45578 -1.61870 -1.98058 -0.259
O 1.96849 -1.55935 -2.25370 -0.227
O -1.82580 -1.41380 1.24704 -0.255
O 2.89959 3.78539 6.04799 -0.788
O -1.96883 1.45541 -0.24365 -0.245
O 1.04750 0.37866 2.24199 -0.581
O 0.12296 3.19878 5.76139 -0.757
C 2.48634 2.87199 5.25883 0.323
C -1.16767 -3.01301 -2.18157 -0.668
C 1.47145 1.12416 3.17562 0.178
C -3.12916 -1.72190 0.78143 -0.563
C -0.39807 0.40495 -4.17181 -0.755
C 0.56819 1.85354 3.98650 -0.568
C 3.09432 -2.39603 -2.23945 -0.767
C 1.00247 2.64282 5.05834 0.407
C 3.39125 2.16711 4.50678 -0.543
C -2.83810 1.87550 -1.29171 -0.738
C 3.01727 1.31692 3.38898 0.448
H -0.20995 1.87180 -2.94163 0.221
H -2.22745 1.98736 0.52027 0.210
H -2.87081 2.93715 -1.54372 0.327
H -0.47674 1.63067 3.80495 0.282
H 3.13570 -2.87039 -3.23136 0.302
H 4.41438 2.17016 4.85501 0.340
H -3.85529 -1.59182 1.58641 0.377
H -2.62914 1.33132 -2.21296 0.172
H 0.03528 -0.57915 -4.32541 0.205
H -0.11257 -3.22505 -2.04778 0.215
H -1.67433 -3.35317 -3.08563 0.320
H -3.15639 -2.75487 0.43011 0.242
H -1.75140 -1.47369 2.20470 0.219
H 0.01542 0.98916 -5.00045 0.383
H 1.88745 -1.08912 -3.08131 0.132
H 4.02354 -1.84808 -2.06175 0.281
H -2.39821 -1.52083 -2.14061 0.148
H -1.47690 0.47819 -4.32908 0.265
H -1.67851 -3.60058 -1.40642 0.256
H -3.81097 1.50795 -0.93421 0.337
H -3.40575 -1.00458 0.00844 0.050
H 3.07173 -3.20684 -1.51160 0.271
```

Its net charge is -1. The LUMO energy comes out at 0.78 eV. The value obtained for the HOMO energy is -1.8 eV. The calculation puts the relative energy (zero: lowest compared OMol25 entry of this formula, charge and spin) at 63.63 kcal per mole.


This record from OMol25 describes 11 unconnected molecules or ions with the total composition C66H165N11O22 in a non-equilibrium geometry. The level of theory is ωB97M-V/def2-TZVPD.

Geometry as XYZ:
```
264
Properties=species:S:1:pos:R:3:mulliken_charge:R:1
O 7.54915 -4.80490 -3.18042 -0.276
O -2.55508 8.67740 -4.78793 -0.378
O -0.02263 -4.97980 9.96465 -0.311
O 2.86997 6.14470 1.01845 -0.307
O 7.46920 -2.97785 1.79263 -0.220
O 4.69338 1.09311 -6.35082 -0.316
O 0.20277 -11.94262 -3.73621 -0.322
O -6.34255 2.77817 1.89013 -0.339
O -6.52310 -3.05503 -1.26162 -0.239
O -4.24831 8.79309 -0.91505 -0.295
O 0.42123 2.53868 12.55180 -0.312
O -0.96629 5.19938 -11.17334 -0.248
O 3.79105 -3.26927 -8.57741 -0.255
O 0.43662 -1.25497 1.62812 -0.206
O -0.85856 -0.51272 -2.61918 -0.283
O -2.75843 9.91362 -10.60636 -0.308
O -11.64373 -0.04693 -1.26339 -0.304
O -3.75438 -2.67064 -7.80849 -0.307
O 7.17261 5.21036 4.99592 -0.314
O 3.85594 2.42892 17.12544 -0.324
O -4.16567 -4.92907 11.69612 -0.286
O 1.72627 -11.40656 1.11077 -0.305
N -1.54301 -4.24843 12.36184 -0.411
N 0.60810 -2.59274 -0.85226 -0.340
N -4.27124 -3.49537 -4.25659 -0.312
N -2.95830 7.27145 -11.94024 -0.374
N 8.52672 -3.14845 -1.20491 -0.437
N -5.08724 8.10760 -3.90022 -0.462
N 2.20346 -10.79805 -1.70792 -0.410
N 5.30809 4.53065 1.96054 -0.391
N -9.32768 1.04030 0.37961 -0.179
N 1.23120 3.03990 15.45830 -0.324
N 6.14552 -1.42573 -7.92314 -0.370
C 0.52939 -0.83925 -2.71447 -0.340
C -1.26563 8.94289 -5.29669 -0.749
C 5.02257 3.24956 17.52755 -0.736
C 0.96049 -5.48555 9.02007 -0.782
C -3.12348 8.54259 -12.57317 -0.550
C 2.65387 3.10252 17.49664 -0.628
C -0.02476 -1.29960 2.95714 -0.801
C 3.22469 -4.46379 -9.21207 -0.757
C -7.02145 1.97640 0.92651 -0.489
C 1.52646 -2.19375 1.47105 -0.665
C 5.79181 4.13591 3.24947 -0.593
C -10.71463 0.94880 0.78515 -0.404
C -11.61210 -0.06173 0.12846 -0.809
C -0.10138 2.94575 11.28204 -0.716
C 4.46767 -2.34653 -9.45161 -0.809
C -12.71649 0.75270 -1.71681 -0.719
C 7.76518 -3.14888 3.12445 -0.841
C -2.62743 -3.38553 12.71226 -0.628
C 2.24550 7.04083 0.10450 -0.777
C -3.43483 -3.44179 -6.62395 -0.340
C -3.24463 10.81498 -9.62044 -0.801
C -4.98620 7.26840 -2.70013 -0.427
C 1.78469 -2.15958 -0.06679 -0.597
C 5.22674 2.28525 -7.10002 -0.796
C 4.04984 3.96635 1.51042 -0.696
C 8.47005 -2.13167 1.13039 -0.695
C 1.53565 -11.46341 -3.94071 -0.715
C 0.01006 2.44879 14.92829 -0.679
C -1.87426 4.98761 -12.26663 -0.596
C 6.66449 -0.22985 -7.09687 -0.815
C 0.74016 -2.32569 -2.27309 -0.983
C 4.93410 -1.10756 -8.68847 -0.276
C -0.37717 3.10960 13.62274 -0.557
C 0.61850 -4.41822 11.15781 -0.588
C -8.54037 2.03978 1.14822 -0.401
C 2.17251 -12.02879 2.36516 -0.850
C -5.49492 -3.16432 -3.46557 -0.540
C -3.72103 9.52148 -11.58748 -0.623
C 7.10434 4.91165 3.55771 -0.522
C 1.82432 -10.26099 -3.02094 -0.509
C -0.38732 -3.48479 11.87425 -0.580
C -5.31538 -5.74432 11.75154 -0.734
C -4.46517 9.21902 0.47502 -0.757
C 2.10986 -9.78644 -0.63193 -0.770
C -1.18228 0.84794 -2.92384 -0.846
C 1.46268 2.45316 16.77562 -0.622
C -4.93004 2.76421 1.73787 -0.662
C -4.60362 -3.15118 -5.65691 -0.619
C 7.50741 -5.64748 -4.32806 -0.732
C -0.07497 -13.04493 -4.60874 -0.731
C 8.26914 -4.54565 -0.82144 -0.457
C -3.89029 -4.22538 12.88295 -0.651
C -5.36178 -3.47507 -1.96598 -0.418
C 2.58002 -10.31127 0.72065 -0.525
C -2.17561 6.36219 -12.83254 -0.736
C -3.10780 7.39725 -5.11235 -0.455
C 5.71594 0.23160 -5.97765 -0.512
C 8.29714 5.95560 5.43217 -0.691
C 3.38502 4.93458 0.44224 -0.567
C -2.74286 -2.87838 -8.77447 -0.705
C 8.31119 -5.39188 -2.11158 -0.631
C 8.07382 -2.03377 -0.36333 -0.661
C -4.63611 7.40047 -5.06744 -0.820
C -6.31862 -3.14528 0.12788 -0.768
C -0.15550 4.12543 -10.81158 -0.786
C -5.37357 8.11368 -1.43889 -0.704
H -0.53178 1.29470 -3.67574 0.331
H 4.25162 2.96249 1.13671 0.352
H 9.51550 -2.41064 1.26195 0.376
H -5.46335 -3.74466 -5.96798 0.293
H 0.16956 -2.96238 12.65211 0.329
H 0.10985 -2.99034 -2.86389 0.327
H -2.71428 6.58646 -4.49928 0.307
H 0.59635 2.61080 10.51453 0.251
H -0.84140 9.77321 -4.73216 0.257
H -6.75301 0.92146 0.98260 0.199
H -4.49673 -2.94877 -1.56251 0.248
H -12.87129 1.67279 -1.15329 0.298
H -5.70753 7.38770 -0.69759 0.418
H 0.39775 3.64262 -11.61713 0.318
H 9.03236 -4.87850 -0.11802 0.252
H 4.51534 3.10269 -6.98255 0.236
H -1.14272 -13.23650 -4.50231 0.245
H -6.75353 2.27885 -0.08584 0.408
H 1.09114 -9.40067 -0.59334 0.383
H 1.86446 -5.84762 9.50980 0.306
H -5.56429 -2.44510 0.48680 0.286
H -0.13691 4.03444 11.24200 0.297
H -0.29861 -2.29513 3.30648 0.328
H 3.80423 -2.08728 -10.27668 0.416
H -1.28232 9.15298 -6.36612 0.223
H 8.45023 -5.91580 -4.80470 0.325
H -13.61664 0.18441 -1.48253 0.308
H 5.10249 -0.30885 -9.41083 0.301
H 1.74026 -2.64787 -2.56310 0.425
H 5.11219 5.51956 2.02211 0.279
H 0.21231 -12.94982 -5.65590 0.297
H -11.14512 -1.00611 0.40807 0.385
H -4.56587 1.73867 1.79907 0.289
H -2.75589 -2.58750 11.98100 0.380
H -8.59238 1.69178 2.17987 0.284
H 0.73250 -0.78686 -3.78410 0.413
H 2.91485 -5.14487 -8.41946 0.239
H 1.59403 1.37128 16.79509 0.334
H 6.00253 -2.22403 -7.32116 0.229
H 6.93785 0.66019 -7.66363 0.428
H -2.44456 -3.27982 -6.19824 0.277
H -0.38428 4.19939 13.64258 0.365
H 5.88385 3.05515 3.35707 0.372
H 9.20787 5.61493 4.93962 0.292
H -4.22308 10.34183 -12.10039 0.464
H 1.99046 2.78693 14.84216 0.220
H -2.79716 -2.12661 -9.56185 0.256
H 0.91249 -9.66492 -2.98386 0.336
H -6.01183 -4.13002 0.48038 0.334
H 2.35651 -4.20118 -9.81656 0.291
H 2.63932 -9.70759 -3.48742 0.332
H -1.60902 4.29168 -13.06251 0.413
H 7.08938 5.87361 3.04536 0.326
H -2.83247 -3.84789 -9.26447 0.275
H 1.12646 -0.10206 -2.17768 0.340
H -7.24045 -2.97255 0.68329 0.260
H -2.79252 7.00163 -6.07785 0.471
H -4.54639 3.19652 2.66200 0.253
H 8.64161 -3.78611 3.24235 0.326
H 8.38745 -1.09353 -0.81684 0.456
H -1.27364 6.83354 -13.22292 0.408
H 1.28653 -3.21273 1.77469 0.369
H -8.81274 0.20861 0.12817 0.182
H -3.81857 10.02272 0.82726 0.249
H 0.58116 2.75574 17.34083 0.414
H 1.43294 6.70864 -0.54163 0.312
H -4.51593 9.01115 -11.04360 0.325
H 0.72986 -0.97376 3.67301 0.305
H 6.93884 -5.15862 -5.11917 0.182
H -1.05186 2.45957 11.06221 0.289
H 4.12102 -0.74796 -8.05785 0.304
H -0.58336 8.12483 -5.06567 0.342
H 1.54762 -11.51862 -1.44192 0.271
H 2.60932 4.19160 17.50140 0.384
H -5.19512 -4.54585 -1.84865 0.309
H 2.43866 -1.87949 1.97824 0.396
H -4.13941 8.35505 1.05429 0.290
H -5.48172 9.55063 0.68658 0.306
H 2.35400 2.93580 18.53123 0.353
H 0.47273 -13.87065 -4.15454 0.306
H 2.57231 -2.88228 -0.28000 0.467
H 1.11137 -5.15367 11.79365 0.369
H 7.05484 -6.61641 -4.11720 0.302
H -1.38208 2.73095 13.43596 0.362
H -5.34884 -6.27673 12.70208 0.315
H 2.31079 -12.22657 -3.87114 0.385
H -4.67563 -3.48747 13.04679 0.407
H -2.49349 10.97241 -8.84643 0.264
H 0.58778 4.54889 -10.13607 0.232
H 6.23113 0.83747 -5.23227 0.442
H -0.79167 2.60826 15.64934 0.439
H 7.56055 -0.63312 -6.62513 0.349
H 2.52506 4.38006 0.06663 0.437
H 1.55675 -11.06397 -4.95466 0.484
H 7.99423 4.41937 3.16547 0.324
H -3.98647 10.38150 -8.94972 0.311
H -3.95693 6.99139 -2.47220 0.256
H -5.01683 7.86179 -5.97867 0.335
H -5.67587 -2.09013 -3.50394 0.300
H -8.89859 3.05023 0.95132 0.202
H 4.13796 5.13193 -0.32080 0.329
H 6.20341 2.54162 -6.68956 0.397
H 3.14776 -12.51531 2.34811 0.346
H -3.80288 8.42739 -13.41771 0.350
H -6.31811 -3.72988 -3.90218 0.282
H -0.20181 -2.03874 -0.61302 0.286
H 2.90678 7.62518 -0.53529 0.303
H -2.80986 6.20514 -13.70498 0.416
H -10.71704 0.79232 1.86386 0.363
H -4.88002 -2.09758 -5.69737 0.317
H 8.46471 -1.15629 1.61691 0.506
H -2.42674 7.43830 -11.09780 0.264
H 0.63345 -6.25760 8.32359 0.259
H -12.59589 -0.04427 0.59746 0.414
H 1.42441 -12.62863 2.88345 0.285
H 5.87358 2.73582 17.08041 0.264
H -2.14325 8.83860 -12.94684 0.355
H -3.87292 -4.87332 13.75928 0.397
H -5.08942 6.41279 -5.15171 0.360
H 2.13931 -1.17217 -0.36236 0.304
H -2.18088 1.02321 -3.32409 0.255
H -1.14023 1.47326 -2.03204 0.299
H 3.62098 -10.59020 0.88406 0.383
H -6.22749 -5.14797 11.77435 0.282
H 3.93837 -4.99044 -9.84563 0.302
H -3.55239 11.80431 -9.95898 0.314
H -3.40895 -4.51162 -6.83109 0.304
H 2.66115 -8.87819 -0.87536 0.423
H -3.45332 -2.96607 -3.99024 0.215
H 7.31162 -4.61656 -0.30547 0.275
H 5.43135 2.04626 -8.14362 0.230
H 1.75266 7.75541 0.76374 0.269
H -12.61575 0.93008 -2.78755 0.231
H -4.30414 8.74369 -3.85276 0.444
H -0.65351 3.31274 -10.28278 0.300
H 2.43279 -11.29683 3.12973 0.317
H -4.73284 3.27368 0.79466 0.258
H -5.30006 -6.43579 10.90908 0.230
H -0.81593 -2.78315 11.15864 0.382
H 7.87925 -2.22716 3.69500 0.310
H -1.83558 -4.85055 11.60557 0.339
H 8.08571 7.00352 5.21944 0.264
H 5.12122 4.52661 4.01482 0.340
H -2.54931 -2.88239 13.67603 0.280
H 5.31539 -0.67740 -5.52890 0.365
H 1.35782 -4.66004 8.42951 0.299
H 9.33831 -5.49632 -2.46118 0.362
H 5.05802 3.23658 18.61690 0.298
H -1.77675 -2.79368 -8.27691 0.297
H 6.98612 -1.98374 -0.41345 0.323
H 5.05030 4.23515 17.06285 0.307
H 8.45948 5.81517 6.50083 0.242
H -11.28682 1.87239 0.69755 0.236
H -2.84912 4.65595 -11.90922 0.286
H -0.89553 -0.64449 2.98291 0.207
H 7.96313 -6.40265 -1.89874 0.428
H 0.03703 1.36881 14.78339 0.317
H 2.37718 -9.48896 1.40677 0.344
H 1.35246 -3.65566 10.89724 0.401
H -6.25504 8.73080 -1.61290 0.335
H 6.98899 -3.76109 3.58362 0.248
H -5.58069 6.35518 -2.72671 0.455
H 8.25218 -3.07262 -2.17391 0.279
H 5.32273 -2.77942 -9.97081 0.375
H 3.44062 3.79275 2.39745 0.416
```

The SMILES is COCCNCCOC.COCCNCCOC.COCCNCCOC.COCCNCCOC.COCCNCCOC.COCCNCCOC.COCCNCCOC.COCCNCCOC.COCCNCCOC.COCCNCCOC.COCCNCCOC. The LUMO energy comes out at 0.14 eV. The value obtained for the HOMO energy is -8.3 eV. The calculation puts the relative energy (zero: lowest compared OMol25 entry of this formula, charge and spin) at 174.13 kcal per mole.


> Among the records above, which one has the highest HOMO energy?

C11H22BaFO9


> Number 3 is which compound?

C66H165N11O22


> Look up the HOMO energy of the third one.

-8.3 eV


> Which value of LUMO does entry 1 give?

-1.58 eV